64
Properties=species:S:1:pos:R:3 method="wB97M-V/def2-TZVPD" total_energy_ha=-1971.03319 gap_ev=8.35 smiles="COc1ccc(OC)c(S(=O)(=O)N2CCC(C(=O)N3CCN(c4ccc(F)cc4)CC3)CC2)c1" e_homo_ev=-7.93 relative_energy_ev=1.792
C 4.2799 0.5296 -2.2447
O 4.3537 0.4155 -0.8428
C 3.6764 1.3261 -0.0906
C 3.7757 1.1909 1.2928
C 3.1215 2.0566 2.1437
C 2.3253 3.0842 1.6379
O 1.6077 3.9553 2.3916
C 1.7481 3.9094 3.7922
C 2.2427 3.2200 0.2569
S 1.2152 4.4796 -0.5122
O 1.6168 4.5537 -1.8897
O 1.2074 5.6894 0.2511
N -0.3376 3.8806 -0.5325
C -1.0976 3.9102 0.6938
C -1.1633 2.5504 1.3882
C -1.6339 1.4242 0.4482
C -0.6101 0.2833 0.4650
O 0.5212 0.4426 0.8902
N -0.9838 -0.9022 -0.0731
C -2.3039 -1.3370 -0.4653
C -2.7717 -2.4813 0.4579
N -1.8340 -3.5810 0.4259
C -1.9924 -4.5981 -0.5081
C -3.2589 -5.1652 -0.7029
C -3.4522 -6.2124 -1.5789
C -2.3684 -6.7220 -2.2704
F -2.5524 -7.7483 -3.1318
C -1.1020 -6.2026 -2.0914
C -0.9193 -5.1460 -1.2193
C -0.5160 -3.1231 0.8093
C -0.0231 -1.9921 -0.1011
C -1.7538 1.9401 -0.9955
C -0.4935 2.7074 -1.3695
C 2.9060 2.3640 -0.6000
H 4.8886 -0.2835 -2.6376
H 4.6818 1.4859 -2.5923
H 3.2510 0.4199 -2.6018
H 4.3758 0.3871 1.6886
H 3.2225 1.9138 3.2074
H 1.3853 2.9602 4.2011
H 2.7865 4.0669 4.0986
H 1.1343 4.7248 4.1711
H -2.1083 4.2727 0.4691
H -0.6069 4.6431 1.3345
H -0.1653 2.2897 1.7420
H -1.8228 2.6274 2.2535
H -2.6033 1.0475 0.7847
H -3.0209 -0.5209 -0.4306
H -2.2555 -1.7159 -1.4946
H -3.7608 -2.8077 0.1439
H -2.8332 -2.1097 1.4867
H -4.1055 -4.8002 -0.1431
H -4.4307 -6.6431 -1.7212
H -0.2694 -6.6169 -2.6377
H 0.0774 -4.7512 -1.1076
H 0.1840 -3.9568 0.8159
H -0.5904 -2.7367 1.8320
H 0.9360 -1.6035 0.2432
H 0.0713 -2.3477 -1.1328
H -1.8811 1.1103 -1.6925
H -2.6212 2.5952 -1.0847
H -0.5288 3.0438 -2.4098
H 0.3748 2.0444 -1.2559
H 2.8050 2.5589 -1.6550

=====

62
Properties=species:S:1:pos:R:3 method="wB97M-V/def2-TZVPD" total_energy_ha=-1829.81415 gap_ev="3.77 / 3.78" charge=-1 s_squared=2.022 e_homo_ev="-1.73 / -1.74" spin_multiplicity=3 relative_energy_ev=0.175
C 0.2439 -0.1141 -3.2208
C -0.0032 -1.0113 -1.9910
C -0.2554 1.3165 -2.8635
C -1.0936 1.1462 -1.5809
H -0.8628 1.6710 -3.7027
H 0.6074 1.9859 -2.7636
C -1.2273 -0.3645 -1.3365
H 0.8927 -0.9862 -1.3451
H -0.2078 -2.0549 -2.2673
C -1.2691 -0.5774 0.1475
H -2.1346 -0.7361 -1.8319
H -2.0936 1.5868 -1.7063
C -0.5040 1.6917 -0.2495
C 1.7014 -0.1159 -3.6748
C -0.4840 -0.6909 -4.4324
O -0.9724 -0.0301 -5.3326
O 2.6295 0.2229 -2.9477
O 1.8539 -0.5223 -4.9448
O -0.4991 -2.0339 -4.4434
C -1.0239 -2.6008 -5.6449
H -1.0040 -3.6770 -5.4786
H -0.3862 -2.3207 -6.4892
H -2.0421 -2.2394 -5.8185
C 3.2147 -0.6705 -5.3619
H 3.7662 0.2704 -5.2349
H 3.1608 -0.9482 -6.4146
H 3.7123 -1.4619 -4.7838
O -0.6224 0.5501 0.7643
H -0.7472 -1.4898 0.4591
H -2.3055 -0.6440 0.5036
C -1.3365 2.8547 0.2787
C 0.9579 2.0945 -0.2909
H 1.0916 3.0033 -0.8958
H 1.6033 1.3011 -0.6945
H 1.2949 2.3396 0.7240
H -1.0297 3.1341 1.2982
H -2.4074 2.6050 0.2645
H -1.1927 3.7254 -0.3814
Mo 0.1087 0.0908 3.4160
C -2.5576 0.2569 4.5813
C -2.3369 -0.0404 3.1952
C -1.5994 -1.3068 3.1352
H -2.7959 0.4537 2.3377
C -1.3278 -1.7058 4.4961
C -1.9284 -0.7455 5.3673
H -1.9990 -0.8488 6.4503
H -3.2311 1.0279 4.9606
H -1.4670 -1.9358 2.2586
H -0.8926 -2.6678 4.7830
C 2.4399 0.5367 3.4444
C 2.0767 -0.4888 4.3792
C 1.5000 -1.5823 3.6552
H 2.3181 -0.4908 5.4337
C 1.4700 -1.2194 2.2609
C 2.0544 0.0920 2.1397
H 2.3287 0.5723 1.2108
H 3.0229 1.4258 3.6700
H 1.2081 -2.5376 4.0738
H 1.1830 -1.8606 1.4399
S -0.5256 3.0206 6.8504
C -0.1710 2.1906 5.5676
N 0.0958 1.5534 4.5772

=====

63
Properties=species:S:1:pos:R:3 method="wB97M-V/def2-TZVPD" total_energy_ha=-2999.58274 gap_ev=7.50 e_homo_ev=-7.21 relative_energy_ev=1.011
Sn -0.3009 1.3769 -0.1240
O 1.1856 2.0362 -1.7835
C 2.4375 2.3299 -1.8265
C 3.1517 2.1970 -3.0519
C 4.4988 2.4387 -3.1368
C 5.2297 2.8678 -2.0136
C 4.5609 3.0513 -0.8321
C 3.1815 2.7894 -0.7001
C 2.5892 3.0607 0.5810
N 1.4112 2.7602 0.9947
C 1.0258 3.2131 2.3257
C 0.3169 2.0885 3.0584
N -0.8306 1.7055 2.2631
C -1.9517 1.4734 2.8264
C -3.1871 1.1625 2.1519
C -4.2313 0.6254 2.9297
C -5.4584 0.3270 2.3927
C -5.6783 0.6090 1.0331
C -4.6918 1.1612 0.2547
C -3.3972 1.4441 0.7690
O -2.4953 1.9438 -0.0153
H 2.5798 1.8828 -3.9175
H 5.0072 2.3066 -4.0850
H 6.2922 3.0587 -2.0854
H 5.1028 3.4074 0.0395
H 3.2457 3.5994 1.2742
H 0.3242 4.0461 2.2208
H 1.8857 3.5584 2.9075
H 0.0417 2.4152 4.0663
H 1.0011 1.2361 3.1421
H -2.0076 1.5160 3.9207
H -4.0416 0.4341 3.9832
H -6.2423 -0.1005 3.0043
H -6.6457 0.3918 0.5937
H -4.8612 1.3800 -0.7924
C 0.2792 -3.2342 1.9840
C 1.1835 -3.6708 0.8342
S 2.5982 -2.5285 0.6316
C 2.9755 -2.7946 -1.1386
C 2.3713 -1.7482 -2.0750
S 0.6331 -1.5477 -1.5982
C -0.2347 -0.9968 -3.0887
C -1.6524 -1.5692 -3.0515
S -2.5101 -1.2994 -1.4571
C -2.3039 -2.9320 -0.6651
C -2.3191 -2.8216 0.8571
S -0.9338 -1.9234 1.6324
H 0.8786 -2.8163 2.7957
H -0.2647 -4.0911 2.3846
H 0.6369 -3.6866 -0.1052
H 1.5811 -4.6664 1.0348
H 2.6047 -3.7880 -1.3862
H 4.0605 -2.8003 -1.2333
H 2.4308 -2.0919 -3.1091
H 2.8787 -0.7866 -1.9829
H 0.3002 -1.3387 -3.9763
H -0.2552 0.0944 -3.0891
H -1.6535 -2.6424 -3.2423
H -2.2732 -1.0813 -3.8030
H -1.3723 -3.3623 -1.0184
H -3.1342 -3.5645 -0.9863
H -2.3420 -3.8211 1.2955
H -3.2112 -2.2842 1.1882

=====

63
Properties=species:S:1:pos:R:3 method="wB97M-V/def2-TZVPD" total_energy_ha=-1891.61585 gap_ev=8.23 smiles="CCOC(=O)[C@H]1CC[C@@H](CN(Cc2ccccc2C)S(=O)(=O)c2ccc([N+](=O)[O-])cc2)CC1" e_homo_ev=-9.20 relative_energy_ev=2.515
C -2.0273 4.1271 3.1455
C -3.3573 3.9243 2.4338
O -3.1677 3.4421 1.1022
C -2.9631 2.1305 0.9511
O -2.9733 1.3430 1.8608
C -2.7578 1.7875 -0.5162
C -2.5294 0.2886 -0.7124
C -1.1886 -0.1539 -0.1311
C -0.0361 0.6484 -0.7313
C 1.3205 0.2265 -0.1495
N 1.5857 -1.1879 -0.2646
C 1.5179 -2.0490 0.8988
C 2.2639 -1.4811 2.0786
C 1.5486 -1.0952 3.2055
C 2.1863 -0.5521 4.3064
C 3.5589 -0.3829 4.2817
C 4.2769 -0.7595 3.1610
C 3.6515 -1.3093 2.0482
C 4.4621 -1.7000 0.8533
S 2.1568 -1.7505 -1.6966
O 2.9564 -0.7423 -2.3286
O 2.7012 -3.0610 -1.4996
C 0.6549 -1.9493 -2.6745
C 0.4202 -1.1243 -3.7602
C -0.7641 -1.2456 -4.4641
C -1.6918 -2.1988 -4.0584
N -2.9417 -2.3176 -4.7783
O -3.7062 -3.1900 -4.4324
O -3.1455 -1.5315 -5.6766
C -1.4486 -3.0418 -2.9795
C -0.2605 -2.9107 -2.2841
C -0.2658 2.1401 -0.4840
C -1.5879 2.5895 -1.0984
H -1.3888 4.7919 2.5684
H -1.5234 3.1719 3.2716
H -2.2011 4.5633 4.1248
H -3.8911 4.8695 2.3187
H -3.9768 3.2092 2.9848
H -3.6780 2.0897 -1.0289
H -3.3339 -0.2667 -0.2282
H -2.5554 0.0670 -1.7823
H -1.2067 -0.0127 0.9498
H -1.0469 -1.2162 -0.3380
H -0.0148 0.4762 -1.8129
H 1.3707 0.4974 0.9079
H 2.1164 0.7561 -0.6818
H 1.9585 -2.9977 0.5854
H 0.4706 -2.2180 1.1789
H 0.4755 -1.2263 3.2209
H 1.6141 -0.2619 5.1747
H 4.0701 0.0411 5.1332
H 5.3492 -0.6260 3.1472
H 4.2554 -2.7265 0.5559
H 4.2218 -1.0701 -0.0030
H 5.5244 -1.6042 1.0650
H 1.1741 -0.4030 -4.0341
H -0.9861 -0.6202 -5.3157
H -2.1909 -3.7757 -2.7048
H -0.0256 -3.5511 -1.4492
H 0.5551 2.7167 -0.9147
H -0.2797 2.3282 0.5920
H -1.7473 3.6524 -0.9134
H -1.5583 2.4321 -2.1787

=====

61
Properties=species:S:1:pos:R:3 method="wB97M-V/def2-TZVPD" total_energy_ha=-1376.49230 gap_ev=8.06 e_homo_ev=-7.79 relative_energy_ev=24.727
C -1.9759 -4.6310 1.9390
H -2.2381 -4.6158 2.8743
H -2.6903 -4.8233 1.1744
H -1.1970 -5.4237 1.7607
C -1.4536 -3.4286 1.3192
N -1.0786 -3.1859 0.1531
C 0.0537 -4.0192 -0.0852
H -0.0437 -4.9482 -0.2027
H 0.2550 -3.7317 -1.4182
C 1.4400 -3.4884 0.4739
H 1.2979 -3.4909 1.5591
H 2.1603 -3.8496 -0.0475
H 1.5574 -2.5509 0.2658
C -2.0645 -3.1119 -0.8510
H -3.0454 -2.9710 -0.5356
C -1.9158 -2.2125 -1.8841
N -1.6539 -1.0286 -1.3850
C -2.6022 0.0851 -1.5831
O -3.3535 0.1722 -2.5509
C -2.3256 1.4047 -0.7190
C -1.0578 1.8027 -0.7771
C -0.8939 3.0837 0.2182
N -1.7521 3.8149 0.6479
C -3.0802 3.3264 0.6357
C -4.0425 4.2165 0.8094
C -5.2616 3.6705 0.9499
C -5.6736 2.2869 0.2742
C -4.6766 1.8654 -0.3412
C -3.4418 2.0501 -0.1264
H -4.9406 0.7681 -0.7781
H -6.7095 2.2853 0.1626
H -6.1575 4.2145 1.2889
H -3.7254 4.9853 1.5961
N 0.4560 3.3867 0.1974
C 1.6829 2.8388 0.0655
C 2.8597 3.8865 -0.2377
C 4.0877 3.1079 -0.6047
C 4.2570 1.7566 0.0037
C 3.1424 0.9928 0.1465
C 1.8005 1.6757 0.3827
H 1.1889 0.8418 0.7860
O 3.0226 -0.3215 0.6164
C 4.2724 -1.1250 0.6464
H 4.9241 -0.7220 1.4030
H 3.9664 -2.0036 0.9095
H 5.1159 -1.2586 -0.3075
O 5.5557 1.0119 -0.4155
C 6.7077 1.7637 -0.7854
H 6.8381 2.7505 -0.1629
H 6.2853 2.4751 -1.7358
H 7.4369 1.2653 -0.9625
H 4.9136 3.7766 -0.7595
H 2.8907 4.8082 -0.5211
H 0.5441 4.3869 0.6445
H -0.0718 1.2520 -1.0695
H -1.0122 -0.7328 -0.4435
H -2.7201 -2.2084 -2.7611
H -1.0243 -2.4290 -2.5227
H -2.1406 -4.1118 -1.2984
H -0.4972 -3.0127 2.4206
H -2.1953 -2.5726 1.5481

=====

63
Properties=species:S:1:pos:R:3 method="wB97M-V/def2-TZVPD" total_energy_ha=-1527.88725 gap_ev=9.07 smiles="CC[C@H](C)NC(=O)Cn1c(=O)n(CCCCC(=O)NCc2ccco2)c(=O)c2ccccc21" e_homo_ev=-8.57 relative_energy_ev=0.000
C -3.6261 -3.3509 2.3459
C -2.7260 -2.3596 1.6193
C -1.5336 -3.0249 0.9199
C -0.5222 -3.5970 1.9090
N -0.8865 -2.0392 0.0742
C -0.8634 -2.1301 -1.2609
O -1.2401 -3.0984 -1.8925
C -0.2944 -0.8987 -1.9770
N -0.6452 0.3672 -1.3607
C 0.3909 1.2194 -1.0484
O 1.5478 0.9284 -1.2766
N 0.0583 2.4390 -0.4940
C 1.1589 3.3588 -0.2267
C 2.0260 2.8997 0.9454
C 1.2199 2.7446 2.2423
C 1.6348 1.4928 3.0206
C 1.4139 0.2753 2.1424
O 0.3241 0.0118 1.6628
N 2.5077 -0.4878 1.9528
C 2.5819 -1.6050 1.0344
C 3.3606 -1.2552 -0.1963
C 4.4808 -0.4992 -0.3798
C 4.7461 -0.5188 -1.7708
C 3.7719 -1.2866 -2.3232
O 2.9311 -1.7374 -1.3778
C -1.2242 2.8525 -0.1677
O -1.4248 3.9316 0.3533
C -2.2804 1.9124 -0.5300
C -3.6084 2.2575 -0.2767
C -4.6305 1.4138 -0.6461
C -4.3257 0.2199 -1.2902
C -3.0185 -0.1397 -1.5449
C -1.9691 0.6969 -1.1513
H -3.1058 -3.8227 3.1751
H -4.4997 -2.8392 2.7428
H -3.9639 -4.1269 1.6628
H -2.3493 -1.6118 2.3210
H -3.3133 -1.8353 0.8612
H -1.8892 -3.8176 0.2527
H -0.1495 -2.8074 2.5586
H -0.9822 -4.3671 2.5205
H 0.3135 -4.0409 1.3729
H -0.5490 -1.2044 0.5463
H -0.6350 -0.9259 -3.0172
H 0.7973 -0.9652 -1.9713
H 1.7727 3.4212 -1.1289
H 0.7027 4.3272 -0.0135
H 2.8317 3.6236 1.0753
H 2.4774 1.9476 0.6625
H 1.3389 3.6257 2.8737
H 0.1595 2.6515 2.0079
H 1.0056 1.3946 3.9076
H 2.6768 1.5629 3.3359
H 3.3898 -0.1633 2.3162
H 1.5671 -1.8805 0.7424
H 3.0437 -2.4547 1.5541
H 5.0496 0.0142 0.3692
H 5.5481 -0.0250 -2.2791
H 3.5722 -1.5781 -3.3348
H -3.7968 3.2029 0.2086
H -5.6576 1.6775 -0.4479
H -5.1212 -0.4418 -1.5993
H -2.8228 -1.0701 -2.0498

=====

62
Properties=species:S:1:pos:R:3 method="wB97M-V/def2-TZVPD" total_energy_ha=-2206.36303 gap_ev="4.78 / 6.87" charge=-1 s_squared=2.070 e_homo_ev="-2.27 / -4.36" spin_multiplicity=3 relative_energy_ev=0.000
Ti -0.4713 -0.4572 -0.1762
C 1.8627 -1.4933 2.8364
C 2.2943 -0.2921 1.9922
C 2.6069 -0.5755 0.5296
N 1.4897 -0.7205 -0.3898
C 1.8498 -0.9959 -1.7027
C 3.1443 -1.1156 -2.1318
C 3.6765 -1.5052 -3.4042
C 3.0076 -2.0140 -4.5031
C 1.6419 -2.1000 -4.7052
C 0.6209 -1.5197 -3.8882
C 0.6811 -0.9577 -2.6488
N -0.3913 -0.2458 -2.1234
C -1.2325 0.5253 -2.9983
C -1.5824 1.8839 -2.3576
C -0.5880 2.3630 -1.3005
N -0.6347 1.5503 -0.0942
C -0.6336 2.1525 1.1234
C -0.3298 3.4769 1.3441
C -0.4244 4.2501 2.5530
C -0.9840 3.9336 3.7527
C -1.5264 2.6873 4.1443
C -1.4306 1.4765 3.4515
C -0.9335 1.1679 2.1981
N -0.7291 -0.1358 1.7586
C -0.6710 -1.2214 2.7367
C 0.5213 -2.1450 2.5143
H 1.8583 -1.1812 3.8880
H 2.6435 -2.2589 2.7540
H 3.2355 0.0705 2.4216
H 1.5923 0.5363 2.0862
H 3.2322 -1.4811 0.4859
H 3.2443 0.2435 0.1657
H 3.9108 -0.9607 -1.3855
H 4.7592 -1.4970 -3.4620
H 3.6353 -2.3894 -5.3074
H 1.3022 -2.5548 -5.6283
H -0.3607 -1.4826 -4.3523
H -2.1605 -0.0057 -3.2656
H -0.7019 0.6946 -3.9426
H -2.5767 1.8678 -1.9009
H -1.6333 2.6385 -3.1483
H -0.8495 3.3959 -1.0635
H 0.4256 2.3713 -1.7220
H 0.0261 4.0365 0.4903
H -0.0428 5.2625 2.4598
H -1.0151 4.7232 4.4975
H -1.9865 2.6391 5.1240
H -1.8083 0.6244 4.0065
H -1.5980 -1.8103 2.7337
H -0.5684 -0.8001 3.7408
H 0.5172 -2.5438 1.4989
H 0.3896 -3.0154 3.1667
N -2.8485 -0.4295 -0.2654
C -3.3452 -1.7708 -0.5711
C -2.3131 -2.8112 -0.1348
O -2.6610 -3.9300 0.1897
O -1.0918 -2.3758 -0.1897
H -2.9906 -0.1962 0.7125
H -3.3057 0.2853 -0.8146
H -3.4372 -1.8615 -1.6558
H -4.3116 -2.0059 -0.1228